## one
28
Properties=species:S:1:pos:R:3:mulliken_charge:R:1 method="wB97M-V/def2-TZVPD" total_charge=-2 e_homo_ev=-4.97 orbital_gap_ev=9.171
Na -0.2242 0.1574 -0.1905 1.0694
N 1.2200 1.8413 -1.2408 -0.2623
S 0.2068 3.0341 -1.4441 1.0927
O 0.3433 3.8352 -2.6164 -0.6113
O -0.1379 3.7353 -0.2475 -0.6037
F -1.0993 2.1479 -1.7274 -0.2286
S 2.5328 2.6660 -0.6297 1.0608
O 2.8391 2.1576 0.6501 -0.5617
O 2.6735 4.0535 -0.8615 -0.5758
F 3.6020 2.0209 -1.5949 -0.2740
N -2.2650 -0.3487 0.7594 -0.3636
S -2.4363 -1.3247 2.0663 0.9991
O -2.4398 -2.6869 1.6943 -0.5780
O -3.2885 -0.8620 3.0973 -0.5888
F -0.9974 -1.0613 2.6478 -0.2161
S -3.6882 0.3788 0.5656 0.9507
O -3.9722 1.3598 1.5592 -0.5721
O -4.7329 -0.4833 0.1193 -0.6141
F -3.3221 1.2680 -0.6978 -0.2202
N 1.4601 -1.5589 -0.7160 -0.2168
S 1.4684 -3.1812 -1.1790 0.9090
O 0.2443 -3.8589 -0.9667 -0.5532
O 2.6905 -3.8665 -0.9990 -0.5742
F 1.4288 -2.8340 -2.7330 -0.2853
S 1.9030 -1.7950 0.7990 1.2171
O 3.2969 -1.9807 1.0074 -0.6256
O 0.9922 -2.5385 1.5886 -0.5232
F 1.7024 -0.2752 1.2901 -0.2500

## two
28
Properties=species:S:1:pos:R:3:mulliken_charge:R:1 method="wB97M-V/def2-TZVPD" total_charge=-2 e_homo_ev=-4.83 orbital_gap_ev=8.929
Na -4.7215 7.2238 -21.6476 1.1476
N -3.5211 6.4148 -19.7763 -0.2779
S -2.1276 7.1002 -19.4439 1.1034
O -1.0952 6.2624 -18.9388 -0.6358
O -2.0949 8.4907 -19.1646 -0.4921
F -1.7233 7.1248 -21.0362 -0.3336
S -4.2559 6.6790 -18.3111 1.0698
O -4.8073 7.9755 -18.1387 -0.4878
O -3.7182 5.9708 -17.2029 -0.6158
F -5.5782 5.8436 -18.6794 -0.2959
N -4.9822 9.5253 -21.5530 -0.1398
S -3.7482 10.5861 -21.5887 0.9908
O -3.3268 11.1860 -20.3774 -0.5566
O -3.7317 11.4110 -22.7518 -0.6376
F -2.6164 9.5089 -21.8690 -0.2516
S -6.1630 10.4771 -21.0613 0.9144
O -6.5641 11.4586 -22.0023 -0.6119
O -6.1613 10.8458 -19.6836 -0.5906
F -7.2998 9.3666 -21.0763 -0.2337
N -7.4940 6.7035 -25.1404 -0.3666
S -8.4063 6.6482 -23.8024 1.0256
O -7.8258 7.1338 -22.6073 -0.3972
O -9.3385 5.5722 -23.7492 -0.6005
F -9.3356 7.8851 -24.2150 -0.2948
S -6.2988 5.7259 -24.8100 0.9838
O -6.6354 4.3501 -24.9813 -0.6099
O -5.4609 6.0467 -23.6992 -0.5321
F -5.3793 6.0940 -26.0420 -0.2732

Going by the computed energies, the most stable comes first: one, two.

## one
15
Properties=species:S:1:pos:R:3:mulliken_charge:R:1 method="wB97M-V/def2-TZVPD" smiles="N[C@@]12C[C@H]1NNC2=O" e_homo_ev=-8.79 orbital_gap_ev=9.479
N 0.0144 -1.3501 0.9841 -0.6252
C -0.0334 -0.6820 -0.2865 0.5125
C -1.5701 -0.5806 -0.6568 -0.6346
C -0.7793 0.6154 -0.3932 -0.2015
N -0.2178 1.4475 0.5779 -0.4974
N 1.2143 1.2695 0.0577 -0.3041
C 1.4523 -0.0544 -0.5100 0.2001
O 2.5402 -0.6619 -0.5363 -0.5575
H 0.4526 -0.8828 1.8430 0.2619
H 0.4848 -2.4676 0.6167 0.3273
H -2.1662 -0.9539 0.2413 0.2805
H -2.1325 -0.5246 -1.5716 0.2878
H -0.6027 0.8528 -1.4419 0.2790
H -0.3586 2.4598 0.0755 0.3532
H 1.7019 1.5128 1.0002 0.3179

## two
15
Properties=species:S:1:pos:R:3:mulliken_charge:R:1 method="wB97M-V/def2-TZVPD" smiles="O=C1NN[C@@H]2CN[C@H]12" e_homo_ev=-9.11 orbital_gap_ev=10.012
O 1.4973 0.2510 -2.2244 -0.6330
C 1.0748 0.0031 -1.0810 0.2423
N 0.7689 -1.2897 -0.6653 -0.1505
N 0.6886 -1.3128 0.7560 -0.4693
C 0.0887 0.0046 0.9816 -0.0116
C -1.3632 0.2506 0.4732 -0.5780
N -0.8289 1.5558 -0.0138 -0.4845
C 0.5231 0.9788 0.0160 -0.0169
H 1.1775 -2.1145 -1.0427 0.2593
H -0.1028 -1.9389 0.9065 0.2969
H 0.1383 0.3313 2.0432 0.3782
H -1.5040 -0.5636 -0.4102 0.2824
H -2.2753 0.4454 1.0809 0.3140
H -1.1684 1.5871 -0.9518 0.2619
H 1.2853 1.8119 0.1319 0.3086

Going by the computed energies, the most stable comes first: two, one.

## one
15
Properties=species:S:1:pos:R:3:mulliken_charge:R:1 method="wB97M-V/def2-TZVPD" smiles="CN(N)C(=O)CC#N" e_homo_ev=-9.80 orbital_gap_ev=10.258
C 0.4214 0.4124 -1.7541 -0.7951
N 0.8207 -0.1201 -0.4541 0.1521
N 2.1582 0.1971 -0.1383 -0.7320
C -0.1531 0.2448 0.7014 0.4766
O 0.1432 1.0667 1.5382 -0.5230
C -1.2054 -0.7767 0.6222 -0.3232
C -2.3102 -0.4840 1.7386 0.1490
N -3.0272 -0.1119 2.5767 -0.3873
H 0.3372 1.5046 -1.6895 0.3280
H -0.5449 0.0016 -2.0499 0.2574
H 1.1660 0.1432 -2.5093 0.3121
H 2.1681 1.0309 0.4637 0.2781
H 2.5471 -0.5619 0.4234 0.2458
H -0.7916 -1.7588 0.8629 0.2938
H -1.7296 -0.7880 -0.3318 0.2675

## two
15
Properties=species:S:1:pos:R:3:mulliken_charge:R:1 method="wB97M-V/def2-TZVPD" smiles="CC1=C(O)N=N[C@@H]1N" e_homo_ev=-8.68 orbital_gap_ev=9.059
C -0.2809 1.7412 -0.2017 -1.1549
C -0.2727 0.2585 -0.1957 0.4554
C -1.3129 -0.5969 -0.0096 0.2429
O -2.6251 -0.3035 0.1034 -0.4962
N -0.8844 -1.9188 0.0437 -0.2694
N 0.3386 -2.0483 -0.0365 -0.3707
C 0.9454 -0.5770 -0.3017 0.0331
N 2.0751 -0.1581 0.4639 -0.4912
H 0.4689 2.1258 0.4925 0.2884
H -1.2575 2.1199 0.0850 0.3243
H -0.0360 2.1180 -1.1951 0.2795
H -3.0993 -1.1240 0.2969 0.3614
H 1.2406 -0.7586 -1.3388 0.3220
H 2.8569 -0.7903 0.3453 0.2299
H 1.8431 -0.0879 1.4484 0.2456

Going by the computed energies, the most stable comes first: two, one.

## one
15
Properties=species:S:1:pos:R:3:mulliken_charge:R:1 method="wB97M-V/def2-TZVPD" smiles="N/N=C/N1C=CCO1" e_homo_ev=-7.78 orbital_gap_ev=8.773
N -3.3726 -0.0395 0.2499 -0.5306
N -2.1333 -0.5444 -0.3693 -0.3766
C -1.1937 0.2574 -0.0984 0.1229
N 0.1593 0.0801 -0.3349 0.2093
C 1.1081 1.0736 -0.1210 -0.3060
C 2.2938 0.5057 0.1366 -0.4439
C 2.1854 -0.9471 0.0253 -0.1711
O 0.7666 -1.1450 -0.1103 -0.3193
H -4.0840 -0.0287 -0.5116 0.2489
H -3.6951 -0.7940 0.8493 0.2550
H -1.2822 1.3495 0.0803 0.2101
H 0.7336 2.0901 -0.1952 0.3235
H 3.2341 1.0236 0.1791 0.3717
H 2.7771 -1.4453 -0.7761 0.2136
H 2.5028 -1.4361 0.9961 0.1923

## two
15
Properties=species:S:1:pos:R:3:mulliken_charge:R:1 method="wB97M-V/def2-TZVPD" smiles="[H]/N=c1/cc(C)[nH]n1O" e_homo_ev=-8.30 orbital_gap_ev=8.949
H 3.5107 -1.2834 -0.5646 0.2663
N 2.3941 -1.5015 -0.0853 -0.6734
C 1.3936 -0.6734 -0.0282 0.2994
C -0.0295 -1.1684 0.2375 -0.3833
C -0.8954 -0.0960 0.0627 0.3756
C -2.4924 -0.0505 0.0400 -0.8960
N -0.1372 0.9749 -0.4948 -0.2938
N 1.3106 0.6403 -0.3280 -0.0225
O 1.8911 1.5917 0.5302 -0.4257
H -0.1784 -2.1605 0.7294 0.3178
H -2.8539 -1.2093 -0.3305 0.2285
H -2.5525 0.7840 -0.7965 0.2832
H -3.1075 0.1020 1.1355 0.2437
H -0.2741 1.8005 0.0152 0.3056
H 2.0207 2.2496 -0.1225 0.3746

## three
15
Properties=species:S:1:pos:R:3:mulliken_charge:R:1 method="wB97M-V/def2-TZVPD" e_homo_ev=-9.55 orbital_gap_ev=8.630
C -1.2176 -0.6675 -0.6618 0.6008
C 0.4779 -1.0142 0.8670 -0.5299
C 0.7727 0.2107 0.1884 0.4454
C 1.3995 1.3832 0.9942 -0.2042
H -2.6317 1.1328 -0.3538 0.2777
H -2.0420 0.5089 -2.6607 0.3229
H -1.9985 -1.6132 -1.8771 0.3172
H 0.5914 -2.0659 0.3970 0.2528
H 0.6541 -1.2782 1.9399 0.2324
H 0.9248 0.0377 -0.9694 0.3193
H 0.8379 1.7758 2.0696 0.2592
N -2.1604 0.3496 -1.0729 -0.7151
N -0.9396 -1.8112 -1.3265 -0.6468
N -0.6091 -0.1023 0.5331 -0.4664
O 2.6290 1.6222 0.7739 -0.4653

Going by the computed energies, the most stable comes first: one, two, three.